C40H47MnN7P2SSeSi2Te | the ωB97M-V functional and the def2-TZVPD basis

Spin multiplicity: 5
Calculated total energy (eV): -201804.941
LUMO energy (spin up / spin down) (eV): 2.364 / 1.884
Total charge: -1

Last column: Löwdin charge in e.
Geometry (Å):
1 Mn -1.0148 0.3362 -0.8068  0.139
2 C -2.8178 -4.1731 0.3774  -0.162
3 Si -3.4419 -2.4082 0.1144  0.308
4 C -4.2959 -2.4433 -1.5642  -0.200
5 C -4.7988 -2.0594 1.3825  -0.183
6 N -2.1889 -1.2529 0.2323  -0.289
7 P -0.9172 -1.1712 1.1896  0.593
8 C 0.4947 -0.8258 0.3797  -0.467
9 P 1.3563 -1.0235 -0.9969  0.622
10 N 0.8437 -0.4618 -2.4823  -0.638
11 Si 1.2437 0.8944 -3.5586  0.263
12 C 2.3909 2.2487 -2.9095  -0.185
13 C -0.2593 1.8480 -4.1502  -0.241
14 C 2.0673 0.1067 -5.0589  -0.191
15 C 2.9870 -0.2147 -0.8651  -0.320
16 C 3.2284 0.6239 0.2138  -0.090
17 C 4.4445 1.2870 0.3237  -0.086
18 C 5.4309 1.0866 -0.6281  -0.097
19 C 5.2015 0.2268 -1.6973  -0.087
20 C 3.9814 -0.4129 -1.8172  -0.121
21 C 1.8597 -2.7964 -1.1435  -0.268
22 C 0.9245 -3.7729 -1.4972  -0.134
23 C 1.2282 -5.1197 -1.3986  -0.091
24 C 2.4664 -5.5302 -0.9210  -0.106
25 C 3.3960 -4.5741 -0.5448  -0.098
26 C 3.0952 -3.2236 -0.6575  -0.093
27 C -0.7393 -2.5909 2.3380  -0.277
28 C -1.5626 -2.7641 3.4444  -0.096
29 C -1.4503 -3.8954 4.2365  -0.096
30 C -0.5061 -4.8664 3.9301  -0.101
31 C 0.3321 -4.6936 2.8384  -0.080
32 C 0.2176 -3.5585 2.0506  -0.072
33 C -1.2071 0.1920 2.3831  -0.296
34 C -2.3903 0.9171 2.3639  -0.081
35 C -2.5575 2.0207 3.1919  -0.076
36 C -1.5542 2.3810 4.0759  -0.116
37 C -0.3776 1.6370 4.1256  -0.119
38 C -0.2007 0.5629 3.2722  -0.084
39 H -3.4945 -4.8845 -0.1013  0.024
40 H -2.7355 -4.4439 1.4314  0.018
41 H -1.8295 -4.2952 -0.0695  0.016
42 H -5.1244 -3.1544 -1.5226  0.026
43 H -3.6123 -2.7841 -2.3434  -0.014
44 H -4.7120 -1.4856 -1.8709  0.001
45 H -5.5518 -2.8517 1.3798  0.021
46 H -5.3026 -1.1164 1.1617  0.019
47 H -4.3909 -1.9893 2.3924  0.007
48 H 1.7700 3.1005 -2.6335  0.000
49 H 3.0316 2.5426 -3.7476  0.036
50 H 3.0268 2.0257 -2.0646  -0.007
51 H -0.9857 2.0334 -3.3577  -0.004
52 H -0.7783 1.3471 -4.9641  0.002
53 H 0.1111 2.8169 -4.5023  0.030
54 H 3.1354 -0.0490 -4.8944  0.013
55 H 1.9548 0.7340 -5.9449  0.024
56 H 1.6071 -0.8600 -5.2692  0.010
57 H 2.4380 0.7506 0.9455  0.077
58 H 4.6163 1.9604 1.1537  0.089
59 H 6.3821 1.5980 -0.5405  0.095
60 H 5.9716 0.0684 -2.4415  0.100
61 H 3.7965 -1.0688 -2.6606  0.113
62 H -0.0580 -3.4711 -1.8383  -0.011
63 H 0.4816 -5.8516 -1.6827  0.101
64 H 2.6962 -6.5849 -0.8354  0.093
65 H 4.3608 -4.8751 -0.1543  0.095
66 H 3.8329 -2.5027 -0.3342  0.096
67 H -2.2967 -2.0051 3.6949  0.102
68 H -2.1008 -4.0167 5.0941  0.097
69 H -0.4200 -5.7529 4.5464  0.094
70 H 1.0768 -5.4410 2.5932  0.099
71 H 0.8753 -3.4132 1.2018  0.084
72 H -3.1683 0.6326 1.6647  0.092
73 H -3.4704 2.6000 3.1364  0.105
74 H -1.6847 3.2382 4.7256  0.099
75 H 0.4027 1.8964 4.8320  0.097
76 H 0.7333 0.0106 3.2751  0.111
77 C 2.6893 5.3250 -0.3902  -0.031
78 N 2.2884 4.8965 0.9312  -0.163
79 C 3.1653 4.6398 1.9679  -0.088
80 C 2.4221 4.1474 2.9817  -0.095
81 N 1.1246 4.1290 2.5226  0.042
82 C 1.0187 4.5688 1.2483  -0.302
83 S 0.1045 2.2585 -0.2075  0.687
84 H 3.2738 6.2437 -0.3298  0.086
85 H 1.7834 5.5028 -0.9660  0.079
86 H 3.2701 4.5420 -0.8794  0.083
87 H 4.2241 4.8099 1.8892  0.111
88 H 2.7057 3.8061 3.9609  0.105
89 H 0.3414 3.7091 2.9971  0.096
90 Te -1.0308 -1.2988 -3.1783  0.769
91 Se -1.3477 5.1757 0.2372  1.026
92 N -3.1182 5.1443 -0.2372  -0.268
93 C -3.4523 3.9438 -0.6912  -0.409
94 C -4.7248 3.5190 -1.1104  -0.029
95 C -4.8911 2.2046 -1.5247  -0.082
96 C -3.8196 1.3268 -1.5038  -0.134
97 N -2.5842 1.6851 -1.1054  -0.001
98 C -2.4044 2.9577 -0.7368  -0.439
99 N -1.2143 3.4052 -0.3331  -0.639
100 H -5.5465 4.2225 -1.0934  0.102
101 H -5.8548 1.8432 -1.8571  0.095
102 H -3.9167 0.2976 -1.8131  0.064